Entry 1:
This record from OMol25 describes CH5N5 in the gas phase in a non-equilibrium geometry. The level of theory is wB97M-V/def2-TZVPD.

The highest occupied orbital energy (alpha / beta) comes out at -7.45 / -7.21 eV.

Last column: Mulliken charge in e.
Element x y z (Å)
C1 -1.118 0.997 0.271  -0.346
N1 -1.801 -0.284 -0.053  -0.042
N2 -1.318 -1.349 -0.135  -0.185
N3 0.302 0.713 0.163  -0.084
N4 0.736 -0.375 0.756  -0.295
N5 1.682 -0.985 -0.018  -0.382
H1 -1.358 1.685 -0.399  0.389
H2 -1.282 1.189 1.350  0.262
H3 0.686 0.834 -0.914  0.217
H4 2.016 -0.469 -0.884  0.200
H5 1.456 -1.957 -0.137  0.266

---

Entry 2:
This record from OMol25 describes 2 unconnected molecules or ions with the total composition CH5NO in a non-equilibrium geometry. The level of theory is wB97M-V/def2-TZVPD.

The highest occupied orbital energy comes out at -9.91 eV.

Last column: Mulliken charge in e.
Element x y z (Å)
C1 1.248 0.934 1.173  -0.210
N1 1.514 1.305 -0.066  -0.502
H1 1.456 -0.099 1.629  0.206
H2 0.741 1.571 1.861  0.262
H3 2.414 0.932 -0.266  0.246
H4 -2.516 -1.479 -2.212  0.317
H5 -2.127 -1.329 -0.758  0.325
O1 -2.730 -1.834 -1.362  -0.644

---

Entry 3:
This record from OMol25 describes 2 unconnected molecules or ions with the total composition CH5NO in a non-equilibrium geometry. The level of theory is wB97M-V/def2-TZVPD.

The highest occupied orbital energy (alpha / beta) comes out at -10.10 / -10.58 eV.

Last column: Mulliken charge in e.
Element x y z (Å)
C1 1.241 -0.261 0.066  -0.474
N1 -2.021 0.058 -0.014  -0.470
O1 0.608 0.818 0.346  -0.338
H1 0.933 -0.728 -0.866  0.247
H2 1.087 -1.125 0.791  0.271
H3 2.283 0.035 -0.403  0.289
H4 -1.541 0.714 -0.599  0.253
H5 -2.591 0.490 0.679  0.223

---

Entry 4:
This record from OMol25 describes 2 unconnected molecules or ions with the total composition CH5NO in a non-equilibrium geometry. The level of theory is wB97M-V/def2-TZVPD.

The highest occupied orbital energy comes out at -9.87 eV.

Last column: Mulliken charge in e.
Element x y z (Å)
C1 -1.124 1.348 0.045  -0.783
H1 2.593 -2.650 -0.633  0.224
H2 -0.350 0.532 0.144  0.062
H3 -0.726 2.245 0.515  0.238
H4 -2.037 1.038 0.569  0.238
H5 -1.474 1.631 -0.884  0.268
N1 1.846 -2.611 0.155  -0.018
O1 1.273 -1.532 0.088  -0.228

---

Entry 5:
This record from OMol25 describes a gas-phase ion, CH5NO (charge +1) in a non-equilibrium geometry. The level of theory is wB97M-V/def2-TZVPD.

As for the total charge: +1. The highest occupied orbital energy (alpha / beta) comes out at -17.30 / -17.18 eV. As for the expectation value of S²: 0.755. The spin multiplicity is 2.

Last column: Mulliken charge in e.
Element x y z (Å)
O1 0.922 -0.269 1.198  -0.430
H1 1.869 0.008 1.157  0.377
C1 0.057 0.289 0.154  -0.180
N1 -0.640 -0.485 -0.900  -0.075
H2 -0.640 0.851 0.759  0.331
H3 0.706 1.107 -0.346  0.336
H4 -1.396 -0.119 -1.415  0.324
H5 -0.876 -1.383 -0.606  0.317

---

Entry 6:
This record from OMol25 describes 2 unconnected molecules or ions with the total composition CH5NO2 in a non-equilibrium geometry. The level of theory is wB97M-V/def2-TZVPD.

The highest occupied orbital energy (alpha / beta) comes out at -9.36 / -9.00 eV.

Last column: Mulliken charge in e.
Element x y z (Å)
C1 0.908 -0.904 0.694  -0.403
N1 -1.154 1.542 -1.112  -0.149
O1 0.238 -0.328 -0.306  -0.365
O2 -0.985 1.009 0.001  -0.235
H1 0.213 -1.287 1.463  0.178
H2 1.412 -0.116 1.205  0.184
H3 1.421 -1.611 0.145  0.253
H4 -1.418 0.962 -1.867  0.261
H5 -0.409 2.382 -1.257  0.276

---

Entry 7:
This record from OMol25 describes CH5NO2S in the gas phase in a non-equilibrium geometry. The level of theory is wB97M-V/def2-TZVPD.

The highest occupied orbital energy comes out at -10.10 eV.

Last column: Mulliken charge in e.
Element x y z (Å)
C1 -0.278 0.156 -0.756  -0.417
N1 0.316 -0.030 0.585  -0.658
O1 -1.814 -1.398 0.260  -0.520
O2 -2.245 1.092 0.648  -0.563
S1 -2.086 0.111 -0.414  0.539
H1 -0.028 -0.686 -1.445  0.296
H2 -0.121 0.995 -1.370  0.395
H3 1.220 0.331 0.787  0.226
H4 -0.950 -1.327 0.746  0.485
H5 -0.314 0.389 1.207  0.217

---

Entry 8:
This record from OMol25 describes CH5NO2Si in the gas phase in a non-equilibrium geometry. The level of theory is wB97M-V/def2-TZVPD.

The highest occupied orbital energy comes out at -10.77 eV.

Last column: Mulliken charge in e.
Element x y z (Å)
C1 -0.159 1.062 -0.433  -0.509
N1 -0.576 1.079 -2.090  0.716
O1 0.073 1.617 -2.953  -0.530
O2 -1.551 0.378 -2.142  -0.470
Si1 -0.006 -0.790 0.121  0.474
H1 0.657 1.756 -0.095  0.319
H2 -1.191 1.504 -0.218  0.296
H3 -0.736 -1.617 -0.710  -0.105
H4 1.400 -1.060 0.211  -0.113
H5 -0.408 -0.823 1.624  -0.078

---

Entry 9:
This record from OMol25 describes a molecular structure, CH5NO3 in a non-equilibrium geometry. The level of theory is wB97M-V/def2-TZVPD.

The highest occupied orbital energy (alpha / beta) comes out at -9.15 / -9.15 eV.

Last column: Mulliken charge in e.
Element x y z (Å)
C1 0.355 0.400 0.007  -0.004
N1 1.781 -0.340 0.015  -0.693
O1 -1.606 0.139 -0.734  -0.221
O2 -0.134 -0.697 -0.638  -0.200
O3 -2.479 -0.213 0.314  -0.296
H1 -2.470 0.555 0.907  0.339
H2 1.809 -1.189 0.570  0.273
H3 2.191 -0.467 -0.904  0.274
H4 0.071 0.509 1.058  0.273
H5 0.482 1.302 -0.595  0.256

---

Entry 10:
This record from OMol25 describes CH5NO3 in the gas phase in a non-equilibrium geometry. The level of theory is wB97M-V/def2-TZVPD.

The highest occupied orbital energy comes out at -10.17 eV.

Last column: Mulliken charge in e.
Element x y z (Å)
C1 -0.474 -0.322 -0.618  -0.204
N1 0.077 0.281 0.580  -0.088
O1 1.411 0.641 0.319  -0.387
O2 0.068 -0.783 1.554  -0.398
O3 -0.809 0.755 -1.488  -0.514
H1 1.596 1.402 0.886  0.340
H2 0.677 -1.495 1.289  0.325
H3 -1.430 1.337 -1.033  0.307
H4 -1.372 -0.883 -0.326  0.261
H5 0.256 -0.933 -1.163  0.358

---

Entry 11:
This record from OMol25 describes 2 unconnected molecules or ions with the total composition CH5NOP2 in a non-equilibrium geometry. The level of theory is wB97M-V/def2-TZVPD.

The highest occupied orbital energy (alpha / beta) comes out at -8.70 / -9.46 eV.

Last column: Mulliken charge in e.
Element x y z (Å)
C1 2.365 -0.049 0.069  -0.857
N1 -0.229 -0.317 0.392  -0.248
O1 -2.065 0.829 0.213  -0.333
P1 0.664 0.882 0.021  0.312
P2 -3.170 -0.117 -0.116  0.146
H1 3.101 0.623 0.728  0.242
H2 2.263 -0.976 0.468  0.313
H3 2.791 -0.147 -0.861  0.318
H4 -3.443 0.174 -1.488  0.048
H5 -4.410 0.786 0.346  0.058

---

Entry 12:
This record from OMol25 describes 2 unconnected molecules or ions with the total composition CH5NOS in a non-equilibrium geometry. The level of theory is wB97M-V/def2-TZVPD.

The highest occupied orbital energy (alpha / beta) comes out at -9.86 / -9.26 eV.

Last column: Mulliken charge in e.
Element x y z (Å)
C1 0.106 -1.078 -0.011  -0.345
N1 -1.050 1.297 0.328  -0.297
O1 0.533 0.217 -0.298  -0.407
S1 -2.570 0.591 0.360  -0.063
H1 0.843 -1.763 -0.444  0.260
H2 -0.953 -1.165 -0.322  0.153
H3 0.255 -1.370 1.111  0.197
H4 -0.544 1.200 1.172  0.301
H5 -3.128 1.276 -0.834  0.201

---

Entry 13:
This record from OMol25 describes CH5NOS in the gas phase. The level of theory is wB97M-V/def2-TZVPD.

The highest occupied orbital energy comes out at -8.73 eV.

Last column: Mulliken charge in e.
Element x y z (Å)
C1 0.830 0.192 0.001  -0.295
N1 -1.804 -0.050 -0.001  -0.548
O1 2.069 -0.446 -0.001  -0.481
S1 -0.457 -1.112 0.001  -0.047
H1 0.669 0.803 0.899  0.273
H2 0.667 0.805 -0.895  0.274
H3 -2.372 -0.204 -0.827  0.260
H4 -2.373 -0.202 0.823  0.260
H5 2.771 0.214 0.000  0.303

---

Entry 14:
This record from OMol25 describes 2 unconnected molecules or ions with the total composition CH5NOS in a non-equilibrium geometry. The level of theory is wB97M-V/def2-TZVPD.

The highest occupied orbital energy comes out at -9.15 eV.

Last column: Mulliken charge in e.
Element x y z (Å)
C1 -1.678 -1.758 1.181  -0.201
N1 -0.613 -1.038 1.101  -0.356
O1 -0.598 1.205 -0.346  -0.472
S1 0.308 0.345 0.363  0.388
H1 -1.713 -2.530 1.968  0.223
H2 -2.471 -1.897 0.448  0.243
H3 3.262 2.258 -3.563  0.044
H4 3.051 2.509 -2.923  -0.043
H5 0.453 0.907 1.771  0.174

---

Entry 15:
This record from OMol25 describes a molecular structure, CH5NP2 in a non-equilibrium geometry. The level of theory is wB97M-V/def2-TZVPD.

The highest occupied orbital energy (alpha / beta) comes out at -7.06 / -7.07 eV.

Last column: Mulliken charge in e.
Element x y z (Å)
C1 1.238 -0.391 1.353  -0.874
N1 -0.924 0.592 0.239  0.216
P1 -2.124 1.484 0.498  -0.144
P2 0.199 -0.430 -0.212  -0.032
H1 2.128 -0.994 1.189  0.300
H2 0.672 -0.796 2.189  0.269
H3 1.528 0.634 1.569  0.268
H4 -1.055 -0.273 -3.511  0.012
H5 -1.663 0.174 -3.314  -0.016

---

Entry 16:
This record from OMol25 describes 2 unconnected molecules or ions with the total composition CH5NS. The level of theory is wB97M-V/def2-TZVPD.

The highest occupied orbital energy comes out at -9.29 eV.

Last column: Mulliken charge in e.
Element x y z (Å)
C1 -1.893 1.273 1.376  -0.298
N1 -0.734 1.175 0.884  -0.332
H1 -2.451 0.359 1.577  0.231
H2 -2.382 2.218 1.620  0.211
H3 -0.330 2.103 0.745  0.216
H4 0.995 -0.774 0.128  0.134
S1 1.306 -1.190 -1.093  -0.297
H5 0.323 -2.097 -1.030  0.134

---

Entry 17:
This record from OMol25 describes 2 unconnected molecules or ions with the total composition CH5NS2 in a non-equilibrium geometry. The level of theory is wB97M-V/def2-TZVPD.

The highest occupied orbital energy comes out at -8.95 eV.

Last column: Mulliken charge in e.
Element x y z (Å)
S1 -2.807 0.192 -0.848  -0.214
S2 -1.125 -0.055 1.069  -0.260
H1 -1.445 -0.471 -1.160  0.200
H2 -1.397 1.130 0.717  0.273
C1 1.288 -0.319 0.494  -0.335
N1 1.349 0.627 -0.431  -0.493
H3 1.862 -0.163 1.433  0.322
H4 1.305 -1.348 0.113  0.255
H5 0.971 0.408 -1.386  0.252

---

Entry 18:
This record from OMol25 describes a molecular structure, CH5NSi2 in a non-equilibrium geometry. The level of theory is wB97M-V/def2-TZVPD.

The highest occupied orbital energy comes out at -11.00 eV.

Last column: Mulliken charge in e.
Element x y z (Å)
C1 -1.276 1.029 -0.819  0.182
N1 -2.329 1.449 -0.664  -0.346
Si1 0.832 -0.214 1.219  0.260
Si2 0.112 -0.134 -0.976  0.186
H1 2.209 0.091 1.472  -0.092
H2 -0.151 0.841 1.901  -0.036
H3 0.421 -1.551 1.666  -0.070
H4 -0.679 -1.398 -1.179  -0.052
H5 0.863 -0.113 -2.620  -0.032

---

Entry 19:
This record from OMol25 describes 2 unconnected molecules or ions with the total composition CH5O2 in a non-equilibrium geometry. The level of theory is wB97M-V/def2-TZVPD.

As for the total charge: -1. The highest occupied orbital energy comes out at -2.87 eV.

Last column: Mulliken charge in e.
Element x y z (Å)
O1 0.942 1.395 -0.453  -0.786
H1 0.246 1.578 -1.010  0.247
C1 -0.972 -0.539 0.564  -0.686
O2 0.124 -1.043 -0.105  -0.806
H2 -1.788 -0.523 -0.049  0.179
H3 -1.086 -1.326 1.419  0.164
H4 -0.633 0.380 1.089  0.298
H5 0.564 0.311 -0.374  0.390

---

Entry 20:
This record from OMol25 describes a molecular structure, CH5O2. The level of theory is wB97M-V/def2-TZVPD.

As for the total charge: -1. The highest occupied orbital energy comes out at -3.35 eV.

Last column: Mulliken charge in e.
Element x y z (Å)
O1 0.575 1.879 -0.853  -0.907
H1 0.800 1.542 -1.727  0.196
C1 -0.226 -0.902 0.606  -0.537
O2 -0.882 0.216 0.134  -0.697
H2 -0.947 -1.732 0.783  0.170
H3 0.517 -1.314 -0.117  0.182
H4 0.299 -0.707 1.542  0.194
H5 -0.138 1.019 -0.368  0.399

---

Energy relative to the best compared isomer or geometry (same formula, charge and spin) list, top to bottom, in kJ/mol: 293.24 149.79 461.47 274.42 88.46 613.42 175.05 251.02 808.29 427.44 421.52 457.88 99.62 419.93 122.60 28.02 414.08 70.23 83.85 1.94
E list, top to bottom, in Eh: -314.7025 -171.0251 -170.9064 -170.9777 -170.7021 -246.1232 -644.4776 -535.6708 -321.3157 -321.4608 -853.6165 -569.1138 -569.2502 -569.1282 -778.4672 -493.9992 -892.0547 -674.7536 -191.5402 -191.5714